ORCA calculation (ωB97M-V/def2-TZVPD) on a structure of composition C18H36MnO18.

Last column: Mulliken spin population.
Geometry (Å):
Mn: 0.132 -0.059 0.132  4.75
C: 1.805 3.720 0.646  0.00
O: 2.802 2.953 1.309  0.00
C: 2.630 1.665 1.432  0.01
O: 1.624 1.044 1.123  0.02
O: 3.679 1.115 1.988  0.00
C: 3.484 -0.074 2.767  0.00
H: 0.799 3.488 0.992  0.00
H: 1.842 3.589 -0.436  0.00
H: 2.038 4.761 0.846  0.00
H: 3.536 -0.955 2.131  0.00
H: 2.522 -0.054 3.281  0.00
H: 4.274 -0.083 3.509  0.00
C: -3.032 -3.025 -3.147  0.00
O: -2.317 -2.562 -1.989  0.00
C: -2.293 -1.298 -1.633  0.02
O: -1.628 -0.934 -0.677  0.04
O: -3.084 -0.518 -2.325  0.00
C: -3.187 0.846 -1.913  0.00
H: -3.367 -2.233 -3.809  0.00
H: -3.904 -3.598 -2.844  0.00
H: -2.349 -3.661 -3.704  0.00
H: -2.368 1.438 -2.326  0.00
H: -3.146 0.945 -0.832  0.00
H: -4.129 1.252 -2.264  0.00
C: -1.486 -3.679 1.588  0.00
O: -1.415 -2.949 2.832  0.00
C: -0.794 -1.791 2.843  0.01
O: -0.325 -1.227 1.869  0.02
O: -0.748 -1.240 4.027  0.00
C: -1.161 -1.979 5.199  0.00
H: -1.573 -3.019 0.730  0.00
H: -2.362 -4.315 1.655  0.00
H: -0.593 -4.299 1.519  0.00
H: -2.223 -2.199 5.188  0.00
H: -0.894 -1.335 6.029  0.00
H: -0.578 -2.896 5.263  0.00
C: 4.650 -2.789 -0.505  0.00
O: 3.457 -2.069 -0.112  0.00
C: 2.308 -2.342 -0.681  0.00
O: 1.403 -1.519 -0.684  0.01
O: 2.226 -3.521 -1.238  0.00
C: 0.922 -4.003 -1.632  0.00
H: 4.907 -2.483 -1.521  0.00
H: 4.494 -3.863 -0.511  0.00
H: 5.450 -2.497 0.161  0.00
H: 0.967 -5.080 -1.534  0.00
H: 0.786 -3.738 -2.680  0.00
H: 0.151 -3.531 -1.033  0.00
C: 0.563 3.993 -3.540  0.00
O: 0.560 3.060 -2.446  0.00
C: 0.578 1.767 -2.660  0.00
O: 0.485 0.978 -1.733  0.04
O: 0.653 1.431 -3.920  0.00
C: 0.553 0.039 -4.254  0.00
H: -0.448 4.136 -3.918  0.00
H: 1.206 3.670 -4.353  0.00
H: 0.931 4.933 -3.144  0.00
H: 1.277 -0.544 -3.686  0.00
H: 0.728 -0.092 -5.314  0.00
H: -0.451 -0.309 -3.999  0.00
C: -0.671 2.274 3.500  0.00
O: -1.547 2.962 2.600  0.00
C: -1.695 2.434 1.406  0.01
O: -1.244 1.368 1.031  0.03
O: -2.471 3.137 0.605  0.00
C: -2.811 4.512 0.857  0.00
H: -0.909 1.211 3.543  0.00
H: -0.827 2.654 4.505  0.00
H: 0.363 2.412 3.194  0.00
H: -2.434 5.120 0.038  0.00
H: -2.428 4.859 1.809  0.00
H: -3.896 4.597 0.853  0.00

Computed properties:
**HOMO-LUMO gap (spin up / spin down)**: 11.177 / 12.194 eV
**LUMO (spin up / spin down)**: -4.04 / -4.05 eV
**2S+1**: 6
**Net charge**: +2
**Energy relative to the best compared isomer or geometry (same formula, charge and spin)**: 9.0 kcal/mol
**Energy**: -3212.4367 hartree
**<S²>**: 8.752